66
Properties=species:S:1:pos:R:3 method="wB97M-V/def2-TZVPD" e_lumo_ev=-1.16 homo_energy_ev=-9.095
O -0.789 4.294 -3.125
C 0.199 3.676 -2.785
C 1.077 3.013 -3.791
C 0.771 3.139 -5.140
C 1.587 2.551 -6.091
C 2.713 1.834 -5.699
C 3.016 1.695 -4.355
C 2.199 2.280 -3.397
C 2.532 2.102 -1.955
O 3.476 1.425 -1.607
C 1.665 2.781 -0.951
C 1.968 2.647 0.399
C 1.186 3.282 1.348
C 0.099 4.056 0.954
C -0.214 4.183 -0.388
C 0.564 3.543 -1.345
H -0.104 3.702 -5.433
H 1.349 2.652 -7.141
H 3.353 1.382 -6.444
H 3.884 1.134 -4.038
H 2.814 2.041 0.692
H 1.421 3.176 2.399
H -0.508 4.554 1.697
H -1.064 4.771 -0.706
O -2.044 -0.715 2.323
C -3.071 -0.657 1.681
C -3.114 0.023 0.355
C -1.946 0.571 -0.157
C -1.960 1.186 -1.397
C -3.136 1.258 -2.134
C -4.306 0.720 -1.624
C -4.300 0.104 -0.378
C -5.575 -0.453 0.159
O -6.616 -0.341 -0.452
C -5.527 -1.155 1.474
C -6.693 -1.714 1.982
C -6.666 -2.390 3.189
C -5.474 -2.512 3.896
C -4.311 -1.949 3.400
C -4.333 -1.266 2.190
H -1.033 0.511 0.421
H -1.049 1.604 -1.793
H -3.137 1.738 -3.104
H -5.230 0.772 -2.182
H -7.612 -1.615 1.422
H -7.575 -2.827 3.582
H -5.455 -3.047 4.836
H -3.379 -2.034 3.941
O 2.850 -6.181 4.963
N 3.254 -6.561 3.968
O 2.432 -6.032 2.805
C 3.037 -4.937 2.246
C 3.591 -5.094 0.939
N 4.172 -4.117 0.317
C 4.243 -2.928 0.988
C 4.875 -1.826 0.383
C 4.949 -0.636 1.036
C 4.394 -0.491 2.328
C 3.771 -1.543 2.935
C 3.691 -2.785 2.283
N 3.070 -3.830 2.906
H 3.507 -6.056 0.447
H 5.293 -1.938 -0.608
H 5.428 0.215 0.572
H 4.462 0.456 2.845
H 3.333 -1.443 3.918

73
Properties=species:S:1:pos:R:3 method="wB97M-V/def2-TZVPD" e_lumo_ev="-0.78 / -0.59" homo_energy_ev="-7.802 / -7.670" multiplicity=2
Re 0.279 -0.843 -0.338
O 0.842 -2.587 -1.163
C 0.071 -3.650 -1.036
C 0.002 -4.564 -2.102
C -0.876 -5.620 -2.060
C -1.680 -5.862 -0.929
C -1.546 -5.048 0.162
C -0.683 -3.930 0.130
C -0.424 -3.193 1.317
N 0.154 -2.038 1.297
N 0.774 -1.601 2.483
C 1.726 -0.811 2.108
O 1.982 -0.551 0.842
C 2.574 -0.159 3.136
C 2.210 -0.198 4.479
C 2.966 0.481 5.420
C 4.090 1.198 5.027
C 4.461 1.230 3.689
C 3.700 0.557 2.742
H 0.620 -4.373 -2.970
H -0.951 -6.277 -2.918
H -2.377 -6.689 -0.917
H -2.119 -5.237 1.065
H -0.575 -3.653 2.291
H 1.329 -0.755 4.768
H 2.677 0.458 6.463
H 4.671 1.738 5.763
H 5.338 1.785 3.382
H 3.960 0.589 1.692
N 1.859 0.134 -1.611
C 1.514 0.899 -2.756
C 2.323 1.177 -3.810
C 1.864 2.043 -4.838
C 0.622 2.604 -4.782
C -0.244 2.288 -3.701
C -1.564 2.769 -3.558
C -2.315 2.371 -2.491
C -1.772 1.450 -1.570
N -0.555 0.980 -1.685
C 0.216 1.417 -2.711
H 1.921 0.798 -0.810
H 2.731 -0.372 -1.700
H 3.324 0.761 -3.855
H 2.526 2.276 -5.662
H 0.279 3.279 -5.556
H -1.968 3.444 -4.304
H -3.328 2.719 -2.352
H -2.351 1.098 -0.726
Br -1.179 1.044 3.778
C -0.731 2.743 3.075
C -1.088 3.819 3.880
C -0.769 5.112 3.505
C -0.074 5.335 2.326
C 0.288 4.258 1.536
C -0.042 2.943 1.877
C 0.409 1.887 0.884
O 1.350 2.151 0.139
O -0.274 0.791 0.851
H -1.612 3.631 4.807
H -1.054 5.940 4.143
H 0.191 6.340 2.026
H 0.842 4.406 0.619
Cl -2.782 -0.940 1.320
C -2.791 -1.538 -0.314
C -1.654 -1.378 -1.117
C -1.824 -1.781 -2.452
Cl -0.540 -1.562 -3.607
C -2.991 -2.383 -2.928
Cl -3.116 -2.912 -4.565
C -4.065 -2.583 -2.067
Cl -5.497 -3.359 -2.624
C -3.970 -2.139 -0.756
Cl -5.304 -2.356 0.319

Calculated values (Eh) of E_tot for the records, taken in order: -2000.1307, -6858.3875.
Calculated values (kJ/mol) of relative energy (zero: lowest compared OMol25 entry of this formula, charge and spin) for the records, taken in order: 0.0, 0.0.